(1)
7 unconnected molecules or ions with the total composition C22H41N13O6S at a distorted geometry. Source: OMol25; level of theory: ωB97M-V with the def2-TZVPD basis set.

Element x y z (Å)
S -2.13880 -0.11292 -3.18848
O 0.02794 -2.78186 6.19857
O -10.93693 0.56555 0.67952
O 3.66852 -0.48295 -4.12177
O 4.79386 -2.22699 1.11698
O -4.78296 -2.34072 5.11191
O 5.47326 4.48664 -2.06040
N 7.09107 4.47527 -0.47437
N 6.50237 6.43811 -1.53527
N 0.52308 -0.91905 7.39553
N -3.88532 -1.30111 3.30628
N -9.14057 -0.67436 1.29434
N 3.11958 0.56066 -6.05612
N 6.44712 -3.74622 1.44661
N -2.80269 -3.08022 4.29178
N 3.17456 -1.74286 -5.94193
N -1.60933 -1.26565 6.58802
N -2.28200 -1.10560 -0.31903
N 5.89816 -3.04082 -0.68337
N -10.99847 -1.67941 0.36743
C -0.33081 -1.72591 6.69409
C -0.18800 -0.06948 0.29585
C 2.14981 3.37553 -2.06500
C 5.65330 -2.95472 0.65953
C 3.64584 1.67985 -0.76442
C -10.39711 -0.52008 0.77367
C -3.61443 -0.12628 -2.18062
C -1.12348 -0.32213 -0.67982
C -4.80725 0.36292 -2.67416
C 6.29853 5.09159 -1.40252
C 0.23048 0.90276 -2.27794
C -5.90691 0.33733 -1.84962
C -0.88875 0.18958 -1.93278
C 0.94670 0.64243 -0.03777
C -4.62333 -0.65894 -0.09525
C -3.51142 -0.61892 -0.89927
C -5.82049 -0.17500 -0.58163
C 3.34347 -0.55117 -5.29304
C -3.88486 -2.24769 4.29140
C 3.98934 0.18834 -0.55510
C 2.44389 1.88118 -1.72716
C 1.19127 1.12453 -1.30263
H 0.35137 1.27622 -3.29075
H 2.76047 1.41710 -2.68120
H 3.40906 2.20280 0.17201
H 6.96656 3.48728 -0.35068
H -2.11511 -2.04365 -0.68926
H -0.28874 -0.42120 1.31746
H -11.92058 -1.60437 -0.01947
H 5.93688 6.92180 -2.20748
H 0.25088 -0.04889 7.81035
H 2.85086 0.52929 -7.02073
H -4.66520 -0.67098 3.27876
H 4.51971 2.12334 -1.25403
H 3.40234 -0.24278 0.25839
H -10.57070 -2.58273 0.43668
H -6.84886 0.72148 -2.23225
H -2.05175 -3.01998 3.62929
H -1.92807 -0.40295 6.98534
H -8.67741 -1.55901 1.38127
H 7.16012 -4.35156 1.08797
H 7.77610 4.95322 0.07859
H -8.66992 0.15548 1.60398
H 5.03268 0.03501 -0.27040
H 3.23564 1.45239 -5.61037
H -4.58420 -1.06210 0.91472
H -2.25803 -1.83891 6.07767
H -2.76850 -3.79005 5.00157
H 7.17600 6.95448 -1.00322
H 2.19976 3.96550 -1.14586
H -3.15548 -1.20650 2.62134
H 5.33358 -2.47111 -1.28900
H 1.69169 0.81122 0.73404
H 3.70837 -0.38802 -1.44513
H 3.32950 -2.57891 -5.41038
H 2.90694 -1.81974 -6.90426
H 6.29296 -3.70666 2.43671
H 1.47175 -1.22982 7.49078
H -4.84280 0.77000 -3.67934
H -6.69837 -0.18819 0.07094
H 1.15906 3.42696 -2.53242
H 6.60036 -3.63181 -1.08459
H 2.84972 3.73331 -2.82470

Force components x, y, z for each atom (eV/Å):
S -0.04 -0.03 0.11
O 0.02 -0.01 0.00
O 0.01 0.00 -0.01
O 0.04 -0.06 0.05
O 0.03 -0.13 0.18
O 0.05 0.07 0.09
O -0.01 0.03 -0.07
N 0.03 -0.12 0.04
N -0.03 0.10 -0.07
N 0.17 -0.02 0.04
N 0.00 0.08 -0.07
N 0.14 0.06 0.01
N -0.01 0.13 0.03
N 0.04 -0.02 0.12
N -0.07 -0.09 0.08
N 0.04 -0.12 0.02
N -0.08 0.01 0.00
N 0.17 -0.12 -0.99
N -0.06 0.05 -0.12
N -0.09 -0.06 -0.06
C -0.09 0.05 -0.01
C 0.38 0.18 0.21
C -0.07 -1.01 -0.02
C 0.01 -0.02 -0.11
C -0.28 -0.29 -0.79
C 0.00 -0.02 0.01
C 1.31 0.20 -0.64
C -0.13 -0.21 1.16
C 0.31 0.06 -0.22
C 0.03 -0.01 0.05
C 0.08 0.00 0.19
C -0.89 0.36 -0.79
C -1.59 -0.28 -1.34
C 0.76 0.21 0.88
C -0.65 0.07 0.39
C 0.46 -0.45 0.96
C -0.72 -0.18 1.00
C -0.04 0.04 -0.08
C -0.07 -0.11 -0.27
C -0.72 0.24 0.48
C 0.57 -0.15 -0.29
C 0.48 0.56 -0.83
H 0.01 -0.04 0.10
H -0.19 0.01 0.36
H 0.40 -0.07 -0.02
H -0.02 0.02 0.00
H -0.12 0.01 0.19
H -0.26 -0.08 -0.17
H 0.02 0.01 0.01
H 0.00 -0.02 0.01
H -0.04 -0.01 -0.02
H -0.01 -0.03 0.01
H 0.04 0.02 0.06
H -0.26 0.43 0.27
H 0.20 -0.03 -0.09
H 0.02 0.02 0.02
H 0.07 -0.04 0.17
H 0.05 0.04 0.07
H 0.04 -0.01 0.03
H -0.04 -0.01 0.02
H -0.02 0.01 -0.03
H -0.02 0.02 -0.01
H -0.06 0.00 0.04
H -0.08 0.02 -0.25
H 0.02 -0.02 0.00
H 0.20 0.05 -0.31
H 0.02 0.07 0.04
H 0.05 -0.04 -0.07
H 0.00 -0.03 0.01
H -0.11 0.21 -0.29
H 0.02 -0.01 0.00
H 0.01 0.02 0.02
H -0.16 0.02 -0.06
H 0.40 0.11 0.00
H -0.02 0.02 0.00
H -0.01 0.03 0.01
H -0.02 0.00 -0.02
H -0.02 0.00 -0.02
H -0.08 -0.03 0.12
H 0.23 0.01 -0.35
H 0.04 0.23 0.33
H 0.01 0.00 0.03
H 0.20 0.13 0.45

- gap between HOMO and LUMO (hartree) = 0.309
- lowest unoccupied orbital energy (eV) = 0.541
- SMILES = CC[C@H](C)c1ccc2c(c1)Sc1ccccc1N2.NC(N)=O.NC(N)=O.NC(N)=O.NC(N)=O.NC(N)=O.NC(N)=O

Atomic charges from the Löwdin analysis, expressed in e, are listed below: atom 1 (S): 1.0191, atom 2 (O): 0.0126, atom 3 (O): 0.0276, atom 4 (O): 0.0253, atom 5 (O): 0.0291, atom 6 (O): 0.0208, atom 7 (O): 0.0255, atom 8 (N): 0.1509, atom 9 (N): 0.1454, atom 10 (N): 0.1434, atom 11 (N): 0.1543, atom 12 (N): 0.1431, atom 13 (N): 0.1535, atom 14 (N): 0.1434, atom 15 (N): 0.1492, atom 16 (N): 0.1484, atom 17 (N): 0.1624, atom 18 (N): 0.0615, atom 19 (N): 0.1555, atom 20 (N): 0.1444, atom 21 (C): -0.6863, atom 22 (C): -0.0045, atom 23 (C): -0.0452, atom 24 (C): -0.6791, atom 25 (C): -0.2082, atom 26 (C): -0.6890, atom 27 (C): -0.4565, atom 28 (C): -0.2836, atom 29 (C): -0.1003, atom 30 (C): -0.6795, atom 31 (C): -0.0562, atom 32 (C): -0.0939, atom 33 (C): -0.4400, atom 34 (C): -0.0326, atom 35 (C): -0.0255, atom 36 (C): -0.2773, atom 37 (C): -0.0884, atom 38 (C): -0.6780, atom 39 (C): -0.7028, atom 40 (C): -0.1099, atom 41 (C): -0.3232, atom 42 (C): -0.1869, atom 43 (H): 0.1187, atom 44 (H): 0.1140, atom 45 (H): 0.1095, atom 46 (H): 0.1009, atom 47 (H): 0.1383, atom 48 (H): 0.1138, atom 49 (H): 0.1014, atom 50 (H): 0.1009, atom 51 (H): 0.0889, atom 52 (H): 0.0913, atom 53 (H): 0.0999, atom 54 (H): 0.0903, atom 55 (H): 0.0469, atom 56 (H): 0.0900, atom 57 (H): 0.1112, atom 58 (H): 0.1049, atom 59 (H): 0.0970, atom 60 (H): 0.0915, atom 61 (H): 0.0874, atom 62 (H): 0.0902, atom 63 (H): 0.0978, atom 64 (H): 0.0629, atom 65 (H): 0.1021, atom 66 (H): 0.0872, atom 67 (H): 0.0557, atom 68 (H): 0.1122, atom 69 (H): 0.0891, atom 70 (H): 0.0797, atom 71 (H): 0.0793, atom 72 (H): 0.0950, atom 73 (H): 0.1087, atom 74 (H): 0.0685, atom 75 (H): 0.1008, atom 76 (H): 0.0904, atom 77 (H): 0.0998, atom 78 (H): 0.1001, atom 79 (H): 0.1081, atom 80 (H): 0.0857, atom 81 (H): 0.0661, atom 82 (H): 0.0891, atom 83 (H): 0.0662

---

(2)
A molecular structure, C6H20F3O8Y at a distorted geometry. Source: OMol25; level of theory: ωB97M-V with the def2-TZVPD basis set.

Element x y z (Å)
Y 2.56693 0.90148 -1.17262
F -1.90313 -5.52967 -0.90282
F -2.48891 -3.92974 -2.25630
F -3.89749 -5.09468 -1.14775
O 3.82714 4.30690 -3.23368
O -2.60472 -3.84368 1.50656
O 0.61433 1.02790 -4.63232
O -0.14025 4.42163 1.07144
O 4.14480 -1.76478 1.62509
O 5.61068 2.61426 0.86860
O -1.61165 -2.49120 0.08366
O 5.31140 -0.88112 -3.14505
C -0.71850 5.69411 1.43251
C -3.64374 -4.69629 1.94328
C -2.72215 -4.44808 -1.00733
C -2.64187 -3.42572 0.14416
C -3.45898 -4.60665 3.44403
C -1.89668 6.02349 0.68427
H -4.39790 -4.93985 3.88618
H 6.53848 2.41955 0.73628
H 0.49276 0.31030 -5.25401
H 5.00367 -2.13362 1.41888
H 0.10339 1.75052 -4.99701
H -3.45602 -5.70525 1.57607
H -2.39705 6.85247 1.18478
H -3.32345 -3.62500 3.89802
H 3.83805 -2.27523 2.37448
H 3.56485 5.21901 -3.10911
H -1.56762 6.26812 -0.32567
H 5.59855 3.25011 1.58398
H 5.62404 -0.96282 -4.06706
H -1.05834 5.84627 2.45694
H -2.58782 5.18393 0.60967
H 0.06536 6.44648 1.34522
H -2.57903 -5.20158 3.68863
H 4.43205 4.33027 -3.97514
H -4.67478 -4.43131 1.70910
H -3.56651 -2.88070 -0.04583

Force components x, y, z for each atom (eV/Å):
Y 0.92 -0.52 -0.82
F 1.00 0.81 0.52
F 0.01 0.38 1.46
F -1.19 1.02 0.66
O -0.15 -0.30 0.20
O -0.84 -0.68 -2.18
O 0.24 0.06 0.41
O -0.87 1.96 1.14
O -0.14 0.36 -0.20
O -0.35 -0.17 -0.20
O -1.43 -1.61 -1.27
O -0.56 0.40 0.51
C 2.25 -2.75 0.17
C 0.74 0.44 1.18
C 1.03 -2.63 -1.74
C 2.36 3.09 1.13
C -0.68 -0.85 0.46
C -1.50 0.57 -1.95
H 0.28 -0.71 0.48
H 0.25 -0.13 -0.13
H 0.03 -0.30 -0.11
H 0.25 -0.08 -0.17
H -0.13 0.24 -0.03
H -0.19 -0.21 0.09
H -0.21 0.23 -0.43
H 0.14 0.32 -0.80
H -0.21 -0.11 0.18
H -0.12 0.23 0.11
H -0.56 0.31 -0.26
H -0.10 0.18 0.20
H -0.56 0.36 0.47
H 0.69 -0.96 1.11
H 0.02 -0.02 0.16
H 0.40 0.33 -0.12
H -0.29 -0.15 0.49
H 0.20 -0.11 -0.21
H 0.07 0.56 -0.63
H -0.80 0.43 0.13

- energy above the lowest of the compared OMol25 structures with the same formula, charge and spin (kJ/mol) = 1960.2
- gap between HOMO and LUMO (hartree) = 0.080
- lowest unoccupied orbital energy (eV) = -5.034

Atomic charges from the natural (NBO) analysis, expressed in e, are listed below: atom 1 (Y): 1.4788, atom 2 (F): -0.3380, atom 3 (F): -0.3279, atom 4 (F): -0.3371, atom 5 (O): -0.9532, atom 6 (O): -0.5124, atom 7 (O): -0.9595, atom 8 (O): -0.5435, atom 9 (O): -0.9573, atom 10 (O): -0.9571, atom 11 (O): -0.5785, atom 12 (O): -1.1250, atom 13 (C): -0.1210, atom 14 (C): -0.0785, atom 15 (C): 0.9325, atom 16 (C): 0.2526, atom 17 (C): -0.6177, atom 18 (C): -0.6237, atom 19 (H): 0.1978, atom 20 (H): 0.4808, atom 21 (H): 0.4840, atom 22 (H): 0.4792, atom 23 (H): 0.4789, atom 24 (H): 0.1720, atom 25 (H): 0.2014, atom 26 (H): 0.2184, atom 27 (H): 0.4802, atom 28 (H): 0.4761, atom 29 (H): 0.1997, atom 30 (H): 0.4789, atom 31 (H): 0.4209, atom 32 (H): 0.1834, atom 33 (H): 0.2181, atom 34 (H): 0.1832, atom 35 (H): 0.2093, atom 36 (H): 0.4785, atom 37 (H): 0.1634, atom 38 (H): 0.1619

---

Question: Which of these has the highest lowest unoccupied orbital energy?
Answer: C22H41N13O6S

---

Question: Number 2 is which compound?
Answer: C6H20F3O8Y

---

Question: Which value of lowest unoccupied orbital energy does entry 1 give?
Answer: 0.541 eV

---

Question: The lowest lowest unoccupied orbital energy belongs to which entry?
Answer: C6H20F3O8Y